Entry from OMol25: a cluster of 9 separate species, C50H73N4O28P in total in a non-equilibrium geometry (ωB97M-V/def2-TZVPD).

Results
orbital gap: 7.1 eV
structure (SMILES): [H]/N=C/Cc1c(OCCOCC)c(CCCCCCCCC)c([PH2]=N)c2nc(CCOC=O)cnc12.O=C1OCCO1.O=C1OCCO1.O=C1OCCO1.O=C1OCCO1.O=C1OCCO1.O=C1OCCO1.O=C1OCCO1.O=C1OCCO1

```
156
Properties=species:S:1:pos:R:3:forces:R:3
C -2.52877 4.58166 0.97229 0.3705 -0.0719 0.1825
C -1.98431 4.13323 2.41684 -0.5967 0.9152 -0.7917
C -0.40203 4.07621 2.45035 -0.6616 -0.8408 0.0117
C 0.19397 2.81558 3.19251 0.3108 0.8953 0.9908
C 1.72892 3.08998 3.56801 0.1592 -0.7314 -0.4119
C 2.73342 2.12738 2.80910 -0.4588 0.0040 -0.5587
C 3.05868 2.63368 1.32053 -0.1435 -1.0743 0.6919
C 2.07840 1.86504 0.35375 0.5101 1.1628 -0.6878
C 2.30327 2.22541 -1.18737 -1.1762 -0.0684 0.2587
C 1.16777 1.45535 -1.96215 0.3114 -1.4137 -0.9489
C -0.11732 2.13146 -2.34112 0.0800 -3.1273 -0.7875
O -0.25224 3.47692 -2.01869 -0.0894 -1.2367 -1.0500
C -0.01445 4.34299 -3.14985 0.9165 1.6633 -0.1650
C 0.85247 5.56679 -2.63453 -0.2307 0.6187 -0.0542
O 2.12883 5.60497 -3.30914 -0.1358 -0.3365 1.2784
C 3.18771 5.96700 -2.41577 1.3538 0.8121 -0.5014
C 4.42642 6.36278 -3.32788 -0.6284 -0.2610 0.1032
C -1.13804 1.34003 -3.01754 0.8982 1.1985 0.7765
C -2.47633 2.10705 -3.36712 0.2915 -0.1766 0.5675
C -3.75239 1.38798 -2.81341 0.0289 0.1130 -0.1742
N -4.09106 1.49456 -1.57823 -0.0612 -0.4594 -1.6815
C -0.95089 -0.11612 -3.37080 0.6590 2.1625 0.8248
N -2.00584 -0.73467 -4.02691 2.8389 -2.3500 0.7158
C -1.71079 -2.04486 -4.24149 0.2588 0.1570 0.2614
C -0.44917 -2.72816 -3.84170 -0.2369 0.4495 -0.1224
C -0.29712 -4.26138 -4.14335 0.7404 0.3674 0.3530
C 0.33343 -5.02039 -2.88686 1.0615 0.4371 -0.7166
O -0.48686 -6.14595 -2.46375 -0.7813 0.8717 1.5596
C -0.72757 -6.12642 -1.10053 -0.0304 -0.2174 0.2659
O 0.10676 -6.01274 -0.24034 -0.4071 0.1258 -1.0441
N 0.59392 -2.09931 -3.23780 -3.3564 0.5664 -0.8664
C 0.32343 -0.75848 -2.99954 0.6857 0.9678 0.6674
C 1.38997 0.05065 -2.29295 -1.5637 1.7971 0.3978
P 2.99507 -0.84340 -1.85606 0.1034 -1.0607 -2.5504
N 3.53360 -1.64549 -3.14128 -0.2181 0.0135 1.5499
H -2.94947 3.70237 0.41098 0.2858 0.9287 0.4914
H -1.67697 4.98806 0.35799 -0.7956 -0.3575 0.5530
H -3.29016 5.40953 1.04827 0.6119 -1.0225 -0.0866
H -2.49424 3.17250 2.68992 0.7143 0.7210 -0.1276
H -2.36745 4.92923 3.12526 0.5829 -1.0470 -0.4646
H -0.05155 5.01565 2.97062 -0.0778 -1.0368 -0.7739
H -0.05210 4.03209 1.37794 -0.1023 0.3981 1.0654
H 0.08343 1.85210 2.62087 -0.0185 1.0237 0.3560
H -0.38554 2.68741 4.15632 0.5841 0.0385 -1.0110
H 1.99199 4.13706 3.25663 -0.3312 -0.9844 0.6446
H 1.91398 2.93702 4.66988 -0.3468 0.4331 -1.2078
H 3.67061 1.90047 3.39132 -1.0352 0.5837 -0.5639
H 2.19980 1.13368 2.69943 0.7217 0.9163 0.1710
H 2.91816 3.74963 1.23688 0.1707 -1.1315 0.0241
H 4.14125 2.38132 1.10018 -1.1812 0.3547 -0.0352
H 2.14344 0.74705 0.49650 -0.0396 1.1319 -0.0820
H 1.03575 2.20778 0.59364 0.8180 -0.5758 -0.1365
H 2.20706 3.34068 -1.34597 -0.1056 -1.2672 0.2413
H 3.32910 1.95126 -1.54181 -1.0108 0.1095 0.2864
H -0.96257 4.77858 -3.58685 0.7667 -0.9164 0.5526
H 0.59407 3.82989 -3.95052 -0.7579 0.4245 0.8243
H 1.00174 5.54228 -1.51109 -0.3022 -0.3532 -1.1907
H 0.35386 6.56201 -2.85735 0.2725 -1.1581 0.1941
H 3.49396 5.12999 -1.72088 -0.5393 0.6579 -0.6377
H 2.89871 6.86352 -1.78656 0.1756 -0.8995 -0.6185
H 4.81740 5.44971 -3.85482 -0.3092 0.8396 0.5890
H 5.25269 6.83247 -2.71737 -0.9334 -0.4844 -0.7013
H 4.05750 7.06391 -4.13199 0.5086 -0.5701 0.9804
H -2.51292 2.30980 -4.47290 -0.2067 -0.4732 0.9698
H -2.44371 3.11751 -2.86039 0.0802 -1.2146 -0.4496
H -4.38831 0.79012 -3.53286 0.8773 0.6744 0.5656
H -4.96795 0.95365 -1.50539 0.4097 0.3151 0.4505
H -2.50256 -2.67018 -4.73758 0.8586 0.7303 0.5142
H 0.44723 -4.38838 -4.98628 -0.8970 0.2609 0.8114
H -1.26244 -4.71349 -4.48676 0.7970 0.3962 0.5003
H 1.33732 -5.43648 -3.18348 -1.0206 0.4909 0.4153
H 0.48342 -4.31351 -2.02426 -0.1402 -0.7140 -0.9495
H -1.81343 -6.21347 -0.79114 0.8099 -0.2310 -0.8232
H 2.77022 -1.68828 -0.72603 -0.1183 0.7157 -0.0625
H 4.02282 0.06935 -1.49414 -0.9501 0.1570 0.4603
H 3.56864 -2.63056 -2.85224 0.0054 0.2855 -0.5391
C 0.04770 0.30714 -6.86515 0.2303 -0.0723 0.7463
C -0.04117 -0.76462 -7.91263 0.2062 -0.6191 0.0372
O -0.83009 -0.14963 -8.92774 0.0211 0.4844 0.1004
C -0.69623 1.19573 -8.78392 -0.1071 0.2723 -0.2605
O -1.09128 1.99892 -9.57171 0.0198 -0.1739 0.2156
O -0.05427 1.50708 -7.62796 -0.2206 -0.1528 -0.4701
H 0.98784 0.27580 -6.31412 -0.0288 0.1871 -0.0649
H -0.78149 0.26875 -6.15469 -0.0047 0.0043 -0.0744
H 0.93465 -1.02401 -8.33126 -0.0383 0.0492 0.0070
H -0.51948 -1.67146 -7.54302 -0.1184 0.0815 -0.1686
C -0.62408 -0.71045 5.47196 -0.7750 0.0141 -0.1240
C 0.22839 -1.80731 6.04201 -0.1867 -0.5488 0.2848
O 1.53945 -1.44073 5.61913 -0.0866 0.4439 -0.1459
C 1.53223 -0.09790 5.39506 0.4765 0.2468 -0.0317
O 2.50639 0.55520 5.19112 -0.3008 -0.3802 0.2867
O 0.26730 0.40077 5.43448 0.4411 -0.2411 0.0972
H -1.49212 -0.49182 6.09262 0.1424 0.1133 -0.0545
H -0.96048 -0.92754 4.45454 0.0610 0.0063 0.0192
H 0.20279 -1.83318 7.13452 0.0005 0.0368 -0.0447
H -0.04375 -2.79024 5.65916 0.2071 0.0432 -0.0263
C -3.65570 -6.24002 -3.34945 0.5198 -0.0779 -0.2339
C -4.51911 -7.10349 -2.47295 0.0527 -0.5494 0.2011
O -5.54663 -6.20858 -2.06047 0.1559 0.2841 -0.3133
C -5.62129 -5.21827 -2.99309 -0.5242 0.4211 0.0118
O -6.48314 -4.40170 -3.03862 0.2908 -0.2338 0.0064
O -4.57817 -5.28711 -3.86716 -0.2683 -0.1000 0.2746
H -3.18514 -6.80206 -4.15592 -0.0691 0.1632 -0.0552
H -2.88275 -5.71269 -2.78766 -0.0639 -0.0182 -0.0471
H -4.97179 -7.93495 -3.01920 0.0190 0.0475 0.0059
H -3.97898 -7.49882 -1.61259 -0.1855 0.0846 0.0661
C -4.06973 1.55152 8.85660 -0.2100 0.4911 0.3806
C -2.66781 1.10465 8.55156 0.6140 0.3253 0.1841
O -2.85728 -0.21667 8.04923 -0.4107 0.0733 -0.0506
C -4.13248 -0.28661 7.57307 -0.3713 -0.4075 -0.2932
O -4.56029 -1.19596 6.93602 0.2118 0.2533 0.1496
O -4.84875 0.81504 7.91872 0.3650 -0.3329 -0.1014
H -4.20629 2.62339 8.71803 -0.1371 -0.1171 -0.1228
H -4.38532 1.28127 9.86752 0.0266 -0.0294 -0.0499
H -2.19278 1.71274 7.77689 -0.0464 -0.0277 0.0066
H -2.03021 1.09662 9.43492 0.0002 -0.1995 -0.1019
C 0.77484 -7.54604 2.37194 0.2190 0.5412 -0.4595
C -0.15882 -8.71187 2.21905 -0.2923 -0.1777 -0.5103
O 0.05401 -9.44820 3.42025 0.1902 0.3065 0.2849
C 0.53312 -8.57740 4.34873 0.0642 -0.0339 0.4068
O 0.65929 -8.83107 5.50652 -0.0065 0.0571 -0.2393
O 0.84786 -7.38159 3.78676 -0.1826 -0.5353 0.2177
H 0.39830 -6.64497 1.89533 0.0892 -0.0032 0.2266
H 1.77639 -7.75821 1.98895 -0.0410 -0.0302 0.0368
H -1.20764 -8.40580 2.17274 0.0389 0.0083 0.0527
H 0.07093 -9.31944 1.34428 0.0079 -0.1276 0.1886
C -3.43718 4.54991 -9.25850 0.4924 -0.4153 0.4208
C -3.96242 4.30093 -10.64286 0.1048 -0.5153 -0.3886
O -4.93984 5.32669 -10.79995 0.1236 0.2730 0.3473
C -4.61060 6.33426 -9.94622 -0.2253 0.4871 0.0005
O -5.12380 7.40852 -9.94451 0.1465 -0.3139 0.0005
O -3.61866 5.95432 -9.09615 -0.3512 0.0716 -0.3646
H -2.38722 4.27896 -9.15601 -0.0540 0.1504 0.0378
H -4.01538 4.02840 -8.49073 -0.0303 0.0327 -0.0522
H -3.19414 4.42298 -11.41039 -0.0142 0.0186 0.0613
H -4.41293 3.31475 -10.74791 -0.1247 0.1561 -0.0575
C 1.51387 -8.75488 8.90063 -0.1777 -0.4825 -0.5461
C 2.40060 -7.54354 8.87941 0.4266 0.1942 -0.4704
O 1.89040 -6.75867 9.95349 -0.2336 -0.3167 0.2244
C 1.25922 -7.60746 10.81115 -0.1895 0.0810 0.4795
O 0.86673 -7.30056 11.89255 0.1178 -0.0693 -0.3169
O 1.13575 -8.85006 10.27209 0.1685 0.4931 0.1830
H 2.03151 -9.65732 8.57795 -0.1075 -0.0206 0.1705
H 0.61476 -8.62602 8.29411 0.0753 0.0107 0.0012
H 3.44693 -7.78583 9.08444 -0.0500 -0.0048 0.0375
H 2.34177 -7.00000 7.93708 -0.0667 0.1025 0.1569
C 6.36517 5.82241 1.99655 0.1691 0.1960 -0.5793
C 7.09527 5.87377 3.30961 0.5941 0.1955 0.1503
O 6.05901 5.64414 4.25838 -0.2595 -0.1329 -0.3351
C 5.06104 4.97756 3.61587 -0.4520 -0.2499 0.4021
O 4.12223 4.48778 4.15760 0.5931 0.3292 -0.1580
O 5.27871 4.94406 2.27164 0.0597 0.0448 0.3897
H 6.98415 5.43327 1.18855 -0.1805 -0.1140 0.0191
H 5.96613 6.79627 1.70059 0.0040 -0.0271 0.0503
H 7.84318 5.08215 3.40431 -0.0566 0.0050 -0.0211
H 7.57521 6.83633 3.48368 -0.1318 -0.0529 0.1616
```
Positions in Å, forces in eV/Å.

Here are the Löwdin charges for atoms 1 to 99, given in e: -0.12, -0.24, -0.22, -0.20, -0.20, -0.21, -0.18, -0.19, -0.15, -0.09, -0.16, -0.11, -0.12, -0.17, -0.19, -0.28, -0.08, -0.03, -0.11, -0.25, 0.09, -0.16, 0.12, -0.05, -0.21, -0.08, -0.14, -0.08, -0.30, 0.08, 0.14, -0.17, -0.19, 0.74, -0.35, 0.06, 0.05, 0.07, 0.10, 0.10, 0.12, 0.09, 0.10, 0.10, 0.08, 0.10, 0.10, 0.09, 0.11, 0.11, 0.10, 0.10, 0.09, 0.08, 0.13, 0.15, 0.13, 0.13, 0.11, 0.12, 0.08, 0.08, 0.08, 0.12, 0.11, 0.11, 0.05, 0.12, 0.13, 0.11, 0.14, 0.12, 0.15, 0.01, 0.00, -0.06, -0.13, -0.12, 0.07, -0.55, 0.15, 0.07, 0.14, 0.11, 0.14, 0.13, -0.12, -0.12, 0.07, -0.54, 0.15, 0.05, 0.11, 0.14, 0.14, 0.14, -0.14, -0.13, 0.07